Record 1
Density functional theory data (ωB97M-V/def2-TZVPD) for a cluster of 3 separate species, C3H12NO4 in total in a non-equilibrium geometry.

XYZ file:
```
20
Properties=species:S:1:pos:R:3:forces:R:3:lowdin_charge:R:1
O -0.151603 -2.064442 -0.839927 2.2605 -0.8976 -0.2815 0.03
C -0.940090 -1.191020 -1.535383 0.8384 -3.0808 3.5442 -0.53
C -1.680833 -0.277114 -0.484799 0.7945 0.2363 -1.2914 0.02
N -0.567023 0.564370 0.264264 -0.7099 -1.1262 1.6371 0.01
C -1.172510 1.809835 0.931545 1.3322 1.6304 0.4299 -0.02
O -1.048395 -1.520238 -2.646375 -1.9436 2.1211 -4.0140 0.17
H 0.327133 -2.676626 -1.574833 -1.7703 2.0187 2.4326 0.21
H -2.273690 -0.957363 0.182060 0.9346 0.7907 -0.2881 0.16
H -2.398302 0.376333 -1.039703 0.8744 -0.1308 0.6849 0.15
H -0.175991 0.014266 1.141593 -0.6460 0.7684 -2.6498 0.19
H 0.286827 0.720065 -0.380585 -0.9411 0.0256 1.2199 0.14
H -1.084659 2.744476 0.344402 -0.5219 -1.0065 -0.7030 0.10
H -0.481880 2.176929 1.750630 -0.8997 -1.2564 -0.3635 0.12
H -2.218299 1.654127 1.269815 0.9320 -0.1842 -0.2349 0.11
H 2.945289 0.520786 -0.796464 -0.0326 0.0070 0.3005 0.06
H 1.981535 0.683409 -1.990173 0.2144 0.4727 2.1743 0.11
O 2.053801 0.834111 -0.984973 -0.5263 -0.4039 -2.6600 -0.07
H 1.563314 -1.315644 2.626368 -0.9657 -2.5994 2.7835 -0.02
H 2.963403 -1.192611 1.752748 -0.9714 -0.5801 1.0414 0.07
O 2.071973 -0.903648 2.009790 1.7474 3.1949 -3.7620 -0.02
```
Positions in Å, forces in eV/Å.

Calculated values
HOMO (eV): -14.533
Net charge: +1
Relative energy (zero: lowest compared OMol25 entry of this formula, charge and spin) (eV): 2.7556
LUMO (eV): -3.324
Gap between HOMO and LUMO (Ha): 0.41189

=====

Record 2
Density functional theory data (ωB97M-V/def2-TZVPD) for a cluster of 3 separate species, C3H12NO4 in total in a non-equilibrium geometry.

XYZ file:
```
20
Properties=species:S:1:pos:R:3:forces:R:3:lowdin_charge:R:1
O -0.206154 1.612305 0.466782 -0.7517 -0.4212 -0.1442 0.08
C -0.977172 0.993068 -0.323770 1.3549 4.1794 -1.1618 -0.46
C -1.070515 -0.565068 0.183230 0.2798 -3.5390 1.6880 0.00
N 0.234969 -1.088968 -0.024900 -3.1972 1.8100 -1.8664 0.10
C 0.345846 -2.200794 -0.954661 -0.0904 0.1796 0.7165 0.01
O -0.581404 0.909369 -1.647010 -0.2863 -0.3503 -0.0166 0.06
H -2.027821 1.317277 -0.199758 -0.4923 -0.7976 0.2657 0.22
H -1.357421 -0.477308 1.236312 0.4371 0.9044 0.0879 0.15
H -1.930376 -0.973357 -0.352112 0.5059 -0.7442 -0.2732 0.15
H 0.827124 -0.272286 -0.271910 1.6712 -0.5597 0.8222 0.11
H 1.420621 1.644857 -0.187553 -0.2348 0.8002 0.3378 0.01
H 0.451887 -1.843818 -1.986396 0.2027 0.0282 0.1062 0.13
H 1.220963 -2.772374 -0.628882 0.0303 -0.0312 -0.3358 0.13
H -0.549322 -2.794287 -0.823196 0.0320 -0.3364 -0.2130 0.10
H 2.874779 1.248617 -0.451917 0.6006 -0.0406 0.1888 0.08
H -0.894722 1.649791 -2.189411 -0.0741 -0.0996 0.1677 0.15
O 1.982644 1.147155 -0.772137 0.0562 -0.9129 -0.6162 0.00
H 0.116640 1.065993 2.197478 0.1152 0.5405 0.6396 -0.01
H 0.130325 0.916690 3.779032 0.1768 0.6882 0.4865 0.04
O -0.010893 0.483135 2.950771 -0.3358 -1.2975 -0.8798 -0.04
```
Positions in Å, forces in eV/Å.

Calculated values
HOMO (eV): -14.807
Net charge: +1
Relative energy (zero: lowest compared OMol25 entry of this formula, charge and spin) (eV): 6.6532
LUMO (eV): -8.866
Gap between HOMO and LUMO (Ha): 0.21831

=====

Record 3
Density functional theory data (ωB97M-V/def2-TZVPD) for a cluster of 2 separate species, C3H12NOS in total in a non-equilibrium geometry.

XYZ file:
```
18
Properties=species:S:1:pos:R:3:forces:R:3:lowdin_charge:R:1
C -0.693462 1.079470 -1.471455 -0.1762 0.1926 -0.0962 -0.03
C 0.491899 0.723589 -0.597669 0.5908 0.4425 -0.1898 -0.39
C 0.173083 0.262377 0.819375 1.6171 0.2636 0.4812 -0.49
S 1.463364 0.833353 2.022543 -0.0548 0.4241 -0.3631 0.76
N 1.344579 -0.368135 -1.282774 -0.5262 0.3948 0.5980 0.23
H -1.481713 1.452275 -0.826347 -0.2160 -0.0879 0.0147 0.09
H -1.062886 0.209823 -2.005979 -0.2867 -0.1275 -0.0429 0.09
H -0.506722 1.887182 -2.192548 0.2967 -0.3785 0.1499 0.10
H 1.187467 1.558815 -0.556471 -0.1058 0.1804 0.0939 0.12
H -0.753026 0.657240 1.183802 -0.5895 -0.1446 -0.1395 0.07
H 0.257707 -0.806785 0.918045 -0.8366 -0.4230 -0.0888 0.05
H 1.885678 -0.356676 2.430698 0.0263 -0.3262 0.0515 -0.15
H 2.315964 -0.316242 -0.967712 -0.0032 0.0199 -0.1503 0.17
H 0.968801 -1.265677 -0.987476 -0.0052 -0.3356 -0.2365 0.16
H 1.265229 -0.277756 -2.293432 0.2831 -0.0811 -0.0958 0.17
H -2.941233 -1.997292 1.562105 0.1902 -0.0217 0.0631 0.05
H -1.914089 -1.475621 2.579500 -0.1382 -0.2663 -0.4369 0.06
O -2.000638 -1.799938 1.665797 -0.0659 0.2746 0.3875 -0.07
```
Positions in Å, forces in eV/Å.

Calculated values
HOMO (eV): -13.151
Net charge: +1
Relative energy (zero: lowest compared OMol25 entry of this formula, charge and spin) (eV): 0.6968
LUMO (eV): -3.492
Gap between HOMO and LUMO (Ha): 0.35496

=====

Record 4
Density functional theory data (ωB97M-V/def2-TZVPD) for a cluster of 3 separate species, C3H12NOS2 in total in a non-equilibrium geometry.

XYZ file:
```
19
Properties=species:S:1:pos:R:3:forces:R:3:lowdin_charge:R:1
N -1.114421 1.812994 -0.638024 1.6870 -1.4646 -0.9877 0.13
C -1.485604 0.682225 0.161813 -2.1591 1.4839 -0.4469 -0.54
C -2.614329 1.177172 1.054596 -0.3608 -0.4771 2.7671 -0.05
C -0.257263 -0.072743 0.752871 0.4817 -2.6510 1.4002 -0.44
S 0.848573 -0.516192 -0.599227 -0.8906 1.2912 1.9521 1.05
S 6.280558 -0.233663 -0.046138 -0.1303 0.0252 -0.0017 0.47
H -1.799961 2.027490 -1.328216 -1.7637 0.9424 0.2298 0.11
H 6.960093 -1.351969 -0.316278 0.0606 -0.0421 -0.0089 -0.22
H -0.414080 1.497706 -1.307284 1.4328 0.2621 0.1392 0.06
H -1.872034 -0.119798 -0.423941 -0.5127 -0.6293 -0.8509 0.11
H -3.519245 1.400273 0.424887 0.9175 -0.1786 0.5952 0.11
H -2.913634 0.382741 1.852245 0.3415 1.2216 -1.5581 0.12
H -2.325712 2.096180 1.681561 -0.3518 -1.2321 -1.2216 0.12
H 0.184052 0.409345 1.680139 -0.0850 -0.3521 -1.4743 0.12
H -0.840511 -1.097929 1.038987 1.5950 2.0527 -0.4543 0.17
H 7.393601 0.488850 0.115979 0.0409 0.0121 0.0062 -0.21
H -0.126553 -2.324330 -1.213119 -4.2861 -1.8197 -0.8050 -0.01
H -1.205567 -3.627880 -1.564545 0.3096 2.4968 0.6006 0.09
O -1.177967 -2.630474 -1.326301 3.6737 -0.9416 0.1190 -0.20
```
Positions in Å, forces in eV/Å.

Calculated values
HOMO (eV): -12.046
Net charge: +1
Relative energy (zero: lowest compared OMol25 entry of this formula, charge and spin) (eV): 7.0158
LUMO (eV): -9.660
Gap between HOMO and LUMO (Ha): 0.08767

=====

Record 5
Density functional theory data (ωB97M-V/def2-TZVPD) for the ion C3H12NOSi with charge +1 in a non-equilibrium geometry.

XYZ file:
```
18
Properties=species:S:1:pos:R:3:forces:R:3:lowdin_charge:R:1
C 0.660219 -1.674257 1.275331 1.4683 -0.7696 2.9025 -0.12
C 0.942568 -0.626581 0.232656 0.0838 2.2439 -0.0715 -0.25
C -0.024664 0.628352 0.167091 1.2469 -0.5344 1.6571 -0.38
N 0.619370 1.702452 -0.734105 -0.7020 2.9199 3.6699 0.16
O -1.527000 0.655218 -1.956352 -1.3260 0.4319 -2.7226 -0.23
Si -1.773988 0.218069 -0.422200 -0.3352 0.6061 1.1444 0.59
H 0.746487 -2.783113 1.070354 -0.6069 1.4813 -0.6448 0.11
H 1.423687 -1.617750 2.105232 -0.3562 0.2545 -0.8702 0.09
H -0.205701 -1.433043 1.885344 -0.6446 -0.3620 -0.3743 0.06
H 1.946991 -0.116817 0.328846 -0.6363 -1.2921 -0.2679 0.13
H 0.765398 -1.068807 -0.717035 0.6921 -0.4235 -1.2004 0.09
H -0.156613 1.175143 1.134784 0.4815 -0.6770 -0.4471 0.13
H 0.711273 1.430707 -1.645833 -0.4640 -1.0803 -3.3264 0.10
H -0.094585 2.499912 -0.632301 1.5266 -1.1209 -0.8875 0.19
H 1.581706 2.125867 -0.532497 -1.4972 -1.0177 0.6250 0.21
H -2.254395 0.885110 -2.599411 1.1968 -0.5547 1.0956 0.11
H -2.076353 -1.228623 -0.096796 -0.0370 0.8482 -0.2148 0.02
H -2.572494 1.356201 0.191910 -0.0906 -0.9540 -0.0670 0.00
```
Positions in Å, forces in eV/Å.

Calculated values
HOMO (eV): -14.820
Net charge: +1
Relative energy (zero: lowest compared OMol25 entry of this formula, charge and spin) (eV): 0.5708
SMILES: CC[C@@H]([NH3+])[SiH2]O
LUMO (eV): -3.601
Gap between HOMO and LUMO (Ha): 0.41231

=====

Record 6
Density functional theory data (ωB97M-V/def2-TZVPD) for the ion C3H12NP2 with charge +1 in a non-equilibrium geometry.

XYZ file:
```
18
Properties=species:S:1:pos:R:3:forces:R:3:lowdin_charge:R:1
C 1.995527 -0.621588 -0.460462 0.6245 -1.4652 -0.0944 -0.12
C -1.717635 0.251753 -1.174977 -1.8565 1.0636 -2.7182 -0.30
C -0.052479 -0.820868 1.024719 0.7200 2.7028 1.1232 -0.36
N 0.890533 -0.002615 0.273734 -0.1780 -0.6045 -0.2716 -0.61
P -1.680224 -0.134697 0.516534 -1.4657 -0.1673 1.1379 0.93
P 0.655598 1.672947 0.538409 0.2532 -0.2779 -0.9659 0.88
H 1.650721 -1.657731 -0.666658 0.3984 0.3481 0.2467 0.08
H 2.142163 -0.246444 -1.532282 0.0434 0.2056 1.8168 0.11
H 2.959436 -0.727378 0.178610 -1.4124 0.5229 -1.3526 0.12
H -0.717081 0.588257 -1.376955 0.4908 -0.3996 -0.8681 0.00
H -2.149741 -0.573217 -1.826754 1.1617 0.7149 0.8729 0.10
H -2.364993 1.155168 -1.493905 0.7953 -1.2935 1.1831 0.11
H 0.162398 -0.827041 2.128482 -0.7070 0.4687 -0.6285 0.12
H -0.113754 -1.836748 0.840914 0.2646 -2.1745 -1.2487 0.07
H -2.655648 -1.117754 0.660546 -0.0085 -0.1578 0.3655 0.03
H -2.219047 0.961539 1.195389 0.2532 -0.2515 0.3466 0.02
H 1.549071 1.886073 1.522668 0.8261 0.4123 1.7291 -0.11
H 1.665156 2.050349 -0.348012 -0.2029 0.3530 -0.6737 -0.06
```
Positions in Å, forces in eV/Å.

Calculated values
HOMO (eV): -12.991
Net charge: +1
Relative energy (zero: lowest compared OMol25 entry of this formula, charge and spin) (eV): 0.0000
LUMO (eV): -3.168
Gap between HOMO and LUMO (Ha): 0.36100

=====

Record 7
Density functional theory data (ωB97M-V/def2-TZVPD) for a cluster of 2 separate species, C3H12NS in total in a non-equilibrium geometry.

XYZ file:
```
17
Properties=species:S:1:pos:R:3:forces:R:3:lowdin_charge:R:1
C 1.552061 1.212106 1.781067 -0.1240 -0.3502 0.8152 -0.05
N 1.812240 0.412388 0.564598 -0.6883 -0.1625 -1.3726 0.05
H 0.824460 2.007875 1.633466 -0.1236 -0.2760 -0.4705 0.10
H 1.162617 0.514766 2.524579 0.2207 0.3671 0.1919 0.10
H 2.483154 1.698026 2.077123 -0.0847 -0.3379 0.2025 0.10
H 2.172609 1.066594 -0.131725 0.4000 -0.5893 -0.2241 0.16
H 0.917519 -0.062581 0.115473 0.1870 1.1108 0.8629 0.03
H 2.417458 -0.395175 0.709925 0.5712 0.4914 0.1546 0.16
C -1.255675 -2.014564 -0.595522 0.2547 1.0363 -1.6197 -0.36
S -1.082552 -0.329198 0.098268 -0.5591 -0.4741 -0.6640 0.78
C -1.751596 0.594117 -1.347206 1.3599 -0.8019 0.1422 -0.34
H -1.012787 -1.972650 -1.670364 0.2447 0.3170 0.2574 0.04
H -2.315487 -2.251020 -0.650595 0.1522 -0.7129 0.9308 0.05
H -0.489428 -2.674330 -0.201888 -0.7195 -0.3667 0.6284 0.04
H -1.560765 1.645438 -1.152956 -0.7536 0.0942 -0.0121 0.04
H -1.121751 0.311108 -2.191279 -0.0559 0.0641 -0.0804 0.04
H -2.752077 0.237100 -1.562964 -0.2818 0.5905 0.2575 0.05
```
Positions in Å, forces in eV/Å.

Calculated values
HOMO (eV): -13.068
Net charge: +1
Relative energy (zero: lowest compared OMol25 entry of this formula, charge and spin) (eV): 0.5462
LUMO (eV): -3.356
Gap between HOMO and LUMO (Ha): 0.35691